(1)
# C35H15F15GeN2O6STi

A molecular structure, C35H15F15GeN2O6STi (ωB97M-V/def2-TZVPD, the Open Molecules 2025 dataset).

Cartesian coordinates (Å):
Ti: -0.11671 0.30779 1.41918
O: 2.65439 -2.55693 2.44217
C: 1.93400 -1.59708 2.61522
O: 1.24931 -1.04407 1.64650
C: 1.86968 -0.95017 4.00725
C: 2.89998 0.12539 4.07642
C: 2.73206 1.25807 5.02182
C: 1.31697 1.88406 4.97948
C: 0.32305 1.05718 4.17461
O: 0.50932 1.30857 2.79602
C: 0.47585 -0.43182 4.45641
C: -0.62852 -1.24794 3.79230
O: -0.97644 -2.31108 4.25281
O: -1.14010 -0.72216 2.69536
H: 2.14608 -1.77176 4.68099
H: 3.82944 -0.01602 3.54252
H: 2.92084 0.90497 6.04911
H: 3.49055 2.01819 4.83053
H: 0.92795 1.99828 5.99426
H: 1.34766 2.87938 4.53274
H: -0.69665 1.36753 4.43239
H: 0.38374 -0.60002 5.53152
O: 0.74214 0.51194 -0.33202
C: 1.69297 1.32051 -0.75814
C: 2.70115 0.82196 -1.59961
C: 3.68792 1.64515 -2.10054
C: 3.70906 3.00173 -1.78228
C: 2.72425 3.50657 -0.95797
C: 1.71479 2.69445 -0.43816
C: 0.64531 3.25614 0.38084
N: -0.41740 2.61324 0.81857
C: -1.18261 3.51815 1.50673
C: -0.58392 4.73601 1.48101
N: 0.57876 4.55712 0.76520
H: 2.68188 -0.23253 -1.83149
H: 4.45163 1.22819 -2.74561
H: 4.47799 3.65199 -2.17708
H: 2.73835 4.56655 -0.72842
H: -2.11776 3.23100 1.95715
H: -0.87168 5.69161 1.88035
H: 1.24726 5.26935 0.53819
F: -0.75667 -2.17579 -3.97347
C: -0.35252 -0.89401 -3.94164
C: -0.74874 -0.08457 -2.89222
C: -0.34639 1.23890 -2.94486
F: -0.72671 2.11550 -2.01629
C: 0.46694 1.71681 -3.95984
F: 0.85985 2.99516 -3.97610
C: 0.87372 0.86587 -4.96930
F: 1.65787 1.31908 -5.95066
C: 0.45469 -0.45209 -4.97121
F: 0.82946 -1.27044 -5.96146
Ge: -1.80116 -0.89889 -1.42718
S: -2.37758 0.33742 0.23592
C: -3.41284 -1.51123 -2.40912
C: -4.23392 -0.53937 -2.95507
F: -3.91274 0.75478 -2.80913
C: -5.37863 -0.83613 -3.66999
F: -6.14724 0.13096 -4.18373
C: -5.72497 -2.16077 -3.85855
F: -6.82532 -2.47098 -4.54846
C: -4.92640 -3.16221 -3.33952
F: -5.26313 -4.44148 -3.53407
C: -3.78448 -2.82639 -2.63081
F: -3.04131 -3.84086 -2.17723
C: -0.86788 -2.47914 -0.69688
C: -1.52520 -3.21298 0.28248
F: -2.80758 -2.95099 0.55948
C: -0.92701 -4.25932 0.95912
F: -1.60370 -4.97003 1.86095
C: 0.37916 -4.60025 0.65648
F: 0.96182 -5.61635 1.28250
C: 1.05973 -3.90649 -0.32545
F: 2.31550 -4.23967 -0.63160
C: 0.42693 -2.87343 -0.98576
F: 1.13395 -2.25010 -1.94369

The value obtained for the calculated total energy is -183037.878 eV. Its expectation value of S² is 0.754. As for the HOMO-LUMO gap (alpha / beta): 0.26843 / 0.28645 Eh. As for the net charge: -1. The calculation puts the energy relative to the best compared isomer or geometry (same formula, charge and spin) at 197.0 kJ/mol. Its multiplicity is 2.

Mulliken population analysis, charges in e, atoms 1 to 5: 0.196, -0.683, 0.191, -0.657, 0.629

(2)
# C14H27FNO4

2 unconnected molecules or ions with the total composition C14H27FNO4 in a non-equilibrium geometry (ωB97M-V/def2-TZVPD, the Open Molecules 2025 dataset).

Cartesian coordinates (Å):
C: -1.87409 1.41125 1.76868
C: -2.56760 1.33432 0.38464
C: -2.37190 2.60836 -0.44543
C: -1.01449 2.72896 -1.16113
C: -0.44796 1.41158 -1.65296
N: 0.31453 0.72687 -0.57872
C: 0.44787 -0.76459 -0.63151
C: 1.67476 -1.05806 0.25852
C: 1.99831 0.30584 0.92605
C: 3.36838 0.43825 1.58543
C: 3.95300 1.84378 1.56219
O: 3.18044 2.75564 2.33198
C: 1.69802 1.21267 -0.25160
H: -1.33118 0.49453 1.98913
H: -2.59854 1.60125 2.54393
H: -1.17205 2.24384 1.77259
H: -3.63110 1.23734 0.56089
H: -2.28691 0.42751 -0.14312
H: -2.43631 3.44261 0.24615
H: -3.20169 2.74159 -1.12862
H: -1.13772 3.35980 -2.03213
H: -0.29524 3.21768 -0.51022
H: -1.21650 0.74267 -2.01388
H: 0.23036 1.58401 -2.48285
H: -0.18038 0.88151 0.30465
H: 0.63306 -1.19796 -1.60213
H: -0.41933 -1.13999 -0.10478
H: 1.50093 -1.85814 0.96358
H: 2.56314 -1.31328 -0.31036
H: 1.27220 0.43986 1.72781
H: 4.09944 -0.26212 1.18585
H: 3.24304 0.20048 2.63575
H: 4.91371 1.78984 2.05737
H: 4.09643 2.19011 0.53787
H: 2.44370 3.08423 1.79589
H: 1.67293 2.28016 -0.07996
H: 2.33675 0.95205 -1.08556
C: -0.95714 -4.80285 -1.21449
C: -2.28144 -4.44567 -1.85189
O: -2.93773 -3.72466 -0.81394
C: -1.98459 -3.17455 -0.02695
O: -2.16253 -2.30144 0.76080
O: -0.77096 -3.71370 -0.29352
F: -3.00688 -5.53305 -2.17089
H: -1.01948 -5.73805 -0.65865
H: -0.13591 -4.85756 -1.92368
H: -2.20136 -3.80294 -2.73076

The value obtained for the calculated total energy is -27347.247 eV. As for the HOMO-LUMO gap: 0.40245 Eh. As for the net charge: +1. The calculation puts the energy relative to the best compared isomer or geometry (same formula, charge and spin) at 49.1 kJ/mol.

natural (NBO) population analysis, charges in e, atoms 1 to 5: -0.636, -0.424, -0.403, -0.428, -0.214

(3)
# H18NO12Zn

A molecular structure, H18NO12Zn in a non-equilibrium geometry (ωB97M-V/def2-TZVPD, the Open Molecules 2025 dataset).

Cartesian coordinates (Å):
Zn: -0.47616 2.38118 -2.89416
N: -0.19599 0.10171 -0.55599
O: -0.36178 1.18300 -1.18708
O: 0.74544 -0.53529 -0.82138
O: -0.89438 -0.14445 0.39603
O: 1.72744 -3.08563 -2.94652
H: 1.18747 -2.50177 -3.47923
H: 1.63149 -2.75343 -2.05395
O: 0.35954 -3.47567 1.80246
H: -0.22228 -2.73459 1.63354
H: 0.83926 -3.22879 2.59312
O: 1.23905 3.10977 -2.11281
H: 1.61283 2.63130 -1.37281
H: 1.94578 3.68314 -2.40948
O: 1.31655 0.96362 2.34933
H: 1.27048 0.01593 2.22292
H: 1.82443 1.28093 1.60260
O: -3.86400 -1.35716 -0.73461
H: -3.78666 -2.24275 -0.37968
H: -2.95997 -1.07237 -0.86824
O: 0.34315 3.91690 0.64447
H: 1.29011 3.79654 0.57366
H: -0.01457 3.02962 0.61288
O: -2.51720 -2.56461 1.51403
H: -2.79115 -2.12174 2.31717
H: -2.02536 -1.90126 1.02999
O: 3.09499 0.81441 -1.46466
H: 2.49322 0.07136 -1.42015
H: 3.75596 0.54994 -2.10452
O: -2.06898 0.93668 2.81324
H: -1.70227 0.93750 1.92907
H: -2.79646 0.31604 2.77075

The value obtained for the calculated total energy is -74755.823 eV. As for the HOMO-LUMO gap: 0.13219 Eh. As for the net charge: +1. The calculation puts the energy relative to the best compared isomer or geometry (same formula, charge and spin) at 501.4 kJ/mol.

natural (NBO) population analysis, charges in e, atoms 1 to 5: 1.799, 0.748, -0.794, -0.405, -0.418

(4)
# C22H46O

C22H46O in the gas phase (ωB97M-V/def2-TZVPD, the Open Molecules 2025 dataset).

Cartesian coordinates (Å):
C: -10.98109 -3.28208 -0.89101
C: -9.62729 -2.66603 -1.22178
C: -9.07837 -1.84133 -0.06009
C: -7.72508 -1.21498 -0.38680
C: -7.17746 -0.39067 0.77576
C: -5.82911 0.24479 0.44495
C: -5.28727 1.06713 1.61216
C: -3.99480 1.81328 1.27934
C: -2.80615 0.88137 1.04874
C: -1.47088 1.62028 0.94393
C: -1.34666 2.45320 -0.33039
C: -0.02599 3.21861 -0.42560
C: 1.19201 2.31724 -0.61754
C: 2.46581 3.13390 -0.82461
C: 3.69814 2.27366 -1.10652
C: 4.12647 1.42748 0.09185
C: 5.50126 0.78090 -0.08551
C: 5.51937 -0.30150 -1.16307
C: 6.89840 -0.93285 -1.35931
C: 7.35661 -1.77461 -0.17103
C: 8.68110 -2.48109 -0.45223
H: 8.56038 -3.19309 -1.27091
C: 9.19584 -3.23026 0.77783
O: 9.46436 -2.37988 1.86726
H: 10.08332 -1.69956 1.57847
H: 10.09757 -3.80245 0.51064
H: 8.43817 -3.93008 1.13782
H: 9.42915 -1.74340 -0.75947
H: 6.59518 -2.52324 0.05843
H: 7.47980 -1.14546 0.71137
H: 7.63003 -0.14357 -1.54994
H: 6.86659 -1.57163 -2.24615
H: 4.80011 -1.08137 -0.90213
H: 5.20557 0.13538 -2.11282
H: 5.79856 0.34143 0.86825
H: 6.23242 1.55287 -0.33839
H: 4.15681 2.06898 0.97632
H: 3.38909 0.64413 0.27512
H: 4.52587 2.93249 -1.38174
H: 3.48896 1.62838 -1.96155
H: 2.31378 3.81271 -1.66810
H: 2.64827 3.74752 0.06106
H: 1.03116 1.67518 -1.48709
H: 1.31247 1.67665 0.25579
H: -0.08513 3.90894 -1.27136
H: 0.10812 3.81842 0.47788
H: -1.44692 1.79842 -1.19950
H: -2.16343 3.17644 -0.36431
H: -0.66759 0.88161 0.96794
H: -1.34915 2.27132 1.81315
H: -2.75012 0.17848 1.88401
H: -2.96140 0.30205 0.13698
H: -3.75622 2.48344 2.10932
H: -4.16184 2.42854 0.39356
H: -5.11575 0.40986 2.46811
H: -6.04582 1.79739 1.90603
H: -5.11941 -0.54321 0.18776
H: -5.94039 0.89100 -0.42921
H: -7.89434 0.39400 1.02995
H: -7.06780 -1.03249 1.65331
H: -7.82725 -0.57431 -1.26618
H: -7.01256 -2.00498 -0.63654
H: -9.79090 -1.05095 0.18830
H: -8.97686 -2.48143 0.81970
H: -8.91763 -3.45960 -1.46712
H: -9.72500 -2.02697 -2.10251
H: -10.90070 -3.93773 -0.02656
H: -11.70798 -2.50525 -0.66345
H: -11.35324 -3.86496 -1.73046

The value obtained for the calculated total energy is -25608.809 eV. The structure (SMILES) is CCCCCCCCCCCCCCCCCCCCCCO. As for the HOMO-LUMO gap: 0.40952 Eh. The calculation puts the energy relative to the best compared isomer or geometry (same formula, charge and spin) at 31.8 kJ/mol.

natural (NBO) population analysis, charges in e, atoms 1 to 5: -0.600, -0.387, -0.387, -0.385, -0.384

(5)
# C4H7NO2

C4H7NO2 in the gas phase in a non-equilibrium geometry (ωB97M-V/def2-TZVPD, the Open Molecules 2025 dataset).

Cartesian coordinates (Å):
C: 1.38640 1.10296 0.36910
C: 0.40568 0.04258 -0.12803
C: 0.23297 -1.18459 0.82498
O: 1.27024 -1.77610 0.79579
C: -0.99462 0.48911 -0.33369
O: -1.44276 1.50987 0.13995
N: -1.73873 -0.45989 -0.99161
H: 1.10177 1.44416 1.36432
H: 2.41877 0.73115 0.39816
H: 1.35308 1.96155 -0.31035
H: 0.81254 -0.37416 -1.07165
H: -0.70553 -1.75291 1.13444
H: -1.36079 -1.36693 -1.23201
H: -2.73901 -0.36682 -0.95941

The value obtained for the calculated total energy is -9845.940 eV. The structure (SMILES) is C[C@@H](C=O)C(N)=O. As for the HOMO-LUMO gap: 0.37232 Eh. The calculation puts the energy relative to the best compared isomer or geometry (same formula, charge and spin) at 129.2 kJ/mol.

natural (NBO) population analysis, charges in e, atoms 1 to 5: -0.598, -0.394, 0.409, -0.506, 0.664

(6)
# C31H63N7O8

9 unconnected molecules or ions with the total composition C31H63N7O8 in a non-equilibrium geometry (ωB97M-V/def2-TZVPD, the Open Molecules 2025 dataset).

Cartesian coordinates (Å):
C: 9.90763 -17.39778 -14.36930
C: 9.21896 -18.54897 -13.64290
C: 8.92130 -17.78250 -12.34741
O: 8.49303 -16.46942 -12.85819
C: 9.14013 -16.14718 -14.08677
H: 10.04610 -17.67606 -15.41405
H: 10.87587 -17.23552 -13.89571
H: 9.87914 -19.41355 -13.57388
H: 8.23532 -18.86712 -13.98835
H: 9.75351 -17.66146 -11.65397
H: 8.10353 -18.35678 -11.91201
H: 9.85958 -15.33126 -14.15584
H: 8.39404 -16.02019 -14.87119
C: 8.83770 -22.84499 -8.16270
C: 9.64756 -23.54548 -9.24642
C: 10.66859 -22.55507 -9.62957
O: 10.40382 -21.31270 -8.96204
C: 9.78704 -21.70280 -7.72157
H: 8.70137 -23.51392 -7.31298
H: 7.98372 -22.42684 -8.69558
H: 9.00572 -23.63197 -10.12316
H: 10.15065 -24.44141 -8.88270
H: 10.76402 -22.43926 -10.70919
H: 11.70247 -22.75197 -9.34597
H: 9.41245 -20.76228 -7.31759
H: 10.49773 -21.91268 -6.92222
C: 10.56901 -18.66490 -19.32459
C: 11.43149 -19.90401 -18.76240
O: 12.62206 -19.84043 -18.86857
N: 10.72624 -20.90661 -18.31307
C: 11.37582 -22.11239 -17.66419
H: 10.92147 -18.35851 -20.30947
H: 10.76422 -17.86717 -18.60791
H: 9.48754 -18.76262 -19.22980
H: 9.71882 -20.93569 -18.24704
H: 12.27825 -21.82946 -17.12226
H: 11.60944 -22.93506 -18.34001
H: 10.80292 -22.59861 -16.87459
C: 5.32775 -21.68860 -21.26556
C: 5.72707 -20.88258 -20.04300
O: 6.78159 -21.09107 -19.43274
N: 4.93743 -19.81750 -19.81642
C: 5.27563 -18.80429 -18.84184
H: 5.77813 -21.43254 -22.22458
H: 4.24064 -21.76054 -21.29888
H: 5.60615 -22.72087 -21.05344
H: 4.26134 -19.62065 -20.54049
H: 4.30223 -18.43427 -18.51985
H: 5.79070 -18.00430 -19.37365
H: 5.88778 -19.17281 -18.01871
C: 14.70913 -11.99021 -8.20717
C: 14.86200 -12.76176 -9.51070
O: 15.96983 -13.31721 -9.73322
N: 13.81502 -12.77420 -10.30567
C: 13.65929 -13.78250 -11.35107
H: 13.63384 -11.88211 -8.06510
H: 15.08943 -10.99741 -8.44765
H: 15.33656 -12.36885 -7.40029
H: 13.01563 -12.19598 -10.08947
H: 12.81937 -14.42360 -11.08344
H: 14.58828 -14.27900 -11.63138
H: 13.17586 -13.33459 -12.21927
C: 3.63171 -13.78212 -14.41376
C: 2.22805 -13.65735 -14.93535
O: 1.71288 -12.57154 -14.88415
N: 1.68705 -14.78675 -15.47592
C: 0.32136 -14.85279 -16.06885
H: 3.64400 -14.47005 -13.56836
H: 3.85880 -12.83019 -13.93380
H: 4.34478 -14.08878 -15.17900
H: 2.17248 -15.66657 -15.57782
H: -0.49749 -14.99327 -15.36326
H: 0.23490 -15.59409 -16.86326
H: -0.04463 -13.89698 -16.44378
C: 8.25763 -10.69672 -17.29378
C: 7.27568 -10.93960 -18.41024
O: 7.70156 -11.37180 -19.43420
N: 5.96714 -10.51798 -18.19185
C: 4.76091 -10.80710 -18.95060
H: 9.26214 -10.65005 -17.71437
H: 8.23124 -11.51224 -16.57105
H: 7.95970 -9.77619 -16.79184
H: 5.91172 -9.86481 -17.42348
H: 4.39305 -9.84058 -19.29502
H: 4.01142 -11.23259 -18.28328
H: 4.98730 -11.42821 -19.81724
C: 6.16784 -14.21774 -8.66628
C: 6.94433 -15.29794 -8.01918
O: 6.38519 -16.28748 -7.51701
N: 8.29580 -15.18218 -7.96908
C: 9.08580 -16.01528 -7.05980
H: 6.27977 -13.24135 -8.19486
H: 5.09654 -14.32308 -8.49509
H: 6.31828 -14.06757 -9.73535
H: 8.64384 -14.27348 -8.23967
H: 8.49383 -16.81407 -6.61301
H: 9.73782 -15.51312 -6.34509
H: 9.67913 -16.50432 -7.83239
N: 2.87494 -19.40676 -14.60336
C: 2.17018 -20.40445 -15.08976
C: 2.19676 -21.68054 -14.54513
C: 2.94374 -21.90492 -13.35666
C: 3.69178 -20.85338 -12.79489
C: 3.64369 -19.57299 -13.49568
H: 1.65698 -20.15442 -16.00656
H: 1.50543 -22.41495 -14.93125
H: 3.02714 -22.84445 -12.83061
H: 4.29065 -21.05863 -11.91989
H: 4.04576 -18.67834 -13.04364

The value obtained for the calculated total energy is -59976.894 eV. The structure (SMILES) is CNC(C)=O.CNC(C)=O.CNC(C)=O.CNC(C)=O.CNC(C)=O.CNC(C)=O.c1ccncc1.C1CCOC1.C1CCOC1. As for the HOMO-LUMO gap: 0.34226 Eh.

Mulliken population analysis, charges in e, atoms 1 to 5: -0.528, -0.522, -0.437, -0.389, -0.321